# 1
# C14H16

A 2-piece molecular cluster, C14H16 overall at a distorted geometry (ωB97M-V with the def2-TZVPD basis set, the OMol25 dataset).

XYZ file:
```
30
Properties=species:S:1:pos:R:3:forces:R:3
C 2.766079 1.542846 -3.905494 -2.809 2.518 2.644
C 1.307311 0.944324 -3.799828 1.898 1.089 2.640
C 0.624934 1.207797 -2.583663 0.151 -0.909 -1.850
C -0.499834 0.487151 -2.257764 0.813 -0.527 0.090
C -0.975234 -0.412200 -3.186459 -3.878 0.120 -0.293
C -0.403363 -0.500393 -4.449029 -2.399 -2.129 0.147
C 0.789073 0.037648 -4.690961 2.853 1.087 -1.187
H 3.096848 1.100710 -4.755000 2.003 -0.908 -2.460
H 3.433023 1.478629 -2.995651 -0.900 -0.736 -1.025
H 2.661200 2.675824 -4.003491 0.179 -1.378 -0.401
H 1.025527 1.947179 -1.965088 0.589 0.895 1.154
H -0.907887 0.451208 -1.265739 -0.325 0.574 0.266
H -2.083389 -0.748573 -2.961652 2.520 -0.052 -0.683
H -0.808237 -1.095208 -5.268207 -0.374 -0.115 0.537
H 1.349822 -0.266516 -5.593415 -0.325 0.466 0.445
C 0.775955 -1.592669 4.741045 1.598 -3.147 -2.079
C -0.177381 -0.918760 3.867733 -2.990 0.849 2.309
C -0.719978 0.288219 4.393509 -0.216 -1.940 -3.617
C -1.649255 0.937582 3.632328 -2.159 2.666 0.481
C -2.279252 0.394982 2.519051 0.941 -0.990 -0.629
C -1.892404 -0.924985 2.148295 0.732 1.573 -0.325
C -0.823561 -1.536978 2.803593 1.112 -0.984 -0.728
H 0.941418 -1.208367 5.670865 0.623 2.186 2.124
H 1.679141 -1.597713 4.107660 0.418 -0.365 0.893
H 0.593430 -2.645026 5.098977 -0.350 0.548 -1.308
H -0.385029 0.767010 5.226125 1.225 0.879 2.334
H -2.021424 1.972368 3.983006 0.741 -1.643 -0.606
H -2.876065 1.057326 1.866924 -0.016 -0.806 0.554
H -2.204760 -1.339803 1.204394 -0.485 -0.214 0.013
H -0.336709 -2.503611 2.417937 -1.170 1.391 0.561
```
Forces are in eV/Å.

As for the energy above the lowest of the compared OMol25 structures with the same formula, charge and spin: 53.84 kcal/mol. Its net charge is 0. The value obtained for the HOMO energy is -8.88 eV. For the total energy, the calculation gives -14775.4307 eV. The HOMO-LUMO gap comes out at 9.76 eV. The LUMO energy comes out at 0.88 eV. For the largest force on an atom, the calculation gives 4.6 eV/A.

# 2
# C14H16

A 2-piece molecular cluster, C14H16 overall at a distorted geometry (ωB97M-V with the def2-TZVPD basis set, the OMol25 dataset).

XYZ file:
```
30
Properties=species:S:1:pos:R:3:forces:R:3
C 0.850017 -0.230734 2.349905 0.031 0.409 0.061
C -0.345170 0.669717 2.122809 -0.731 -1.568 1.856
C -0.242850 1.996104 1.828972 0.964 1.617 0.053
C -1.326533 2.861107 1.755395 -0.794 -0.593 -0.536
C -2.575351 2.330062 1.992588 -0.777 -0.065 0.177
C -2.729470 0.994646 2.346285 0.480 -0.549 -0.502
C -1.628641 0.143113 2.415718 -0.153 1.172 -0.220
H 0.806103 -0.964908 1.547681 0.702 -0.193 0.044
H 0.887402 -0.733229 3.318817 -0.806 -0.216 -0.061
H 1.783393 0.326802 2.427519 0.089 0.104 -0.875
H 0.729294 2.483166 1.793888 0.159 -0.405 -0.382
H -1.250057 3.872031 1.380535 0.307 0.132 0.358
H -3.492721 2.905559 1.944393 0.212 0.307 -0.163
H -3.727471 0.589476 2.447059 -0.027 0.031 0.349
H -1.806035 -0.861127 2.775777 0.372 -0.201 -0.243
C 2.744786 0.437271 -1.577914 1.129 -1.092 0.573
C 1.739418 -0.653795 -1.855552 0.134 0.698 -0.902
C 0.400053 -0.324928 -1.706998 -0.260 0.048 0.400
C -0.633003 -1.209531 -2.022158 0.885 -0.478 0.517
C -0.248442 -2.440354 -2.528898 0.077 -0.891 -0.140
C 1.084610 -2.750639 -2.792137 0.410 0.645 -0.376
C 2.097169 -1.844625 -2.493038 -0.761 -0.123 0.484
H 2.913363 1.042286 -2.464914 -0.020 0.225 0.071
H 3.698236 -0.037166 -1.296230 -0.030 0.126 -0.413
H 2.544467 1.039448 -0.695201 -0.589 0.258 -0.190
H 0.242725 0.658854 -1.282290 -0.524 -0.023 0.046
H -1.665201 -1.054754 -1.744300 -0.035 0.368 -0.192
H -0.947381 -3.255610 -2.682392 -0.314 0.324 -0.145
H 1.368797 -3.644235 -3.333721 -0.257 -0.243 0.261
H 3.120196 -2.104415 -2.727219 0.128 0.175 0.091
```
Forces are in eV/Å.

As for the energy above the lowest of the compared OMol25 structures with the same formula, charge and spin: 14.47 kcal/mol. Its net charge is 0. The value obtained for the HOMO energy is -8.99 eV. For the total energy, the calculation gives -14777.1379 eV. The HOMO-LUMO gap comes out at 9.93 eV. The LUMO energy comes out at 0.93 eV. For the largest force on an atom, the calculation gives 2.5 eV/A.

# 3
# C14H16

A 2-piece molecular cluster, C14H16 overall at a distorted geometry (ωB97M-V with the def2-TZVPD basis set, the OMol25 dataset).

XYZ file:
```
30
Properties=species:S:1:pos:R:3:forces:R:3
C -2.356070 1.617566 4.186908 1.038 -0.530 1.217
C -1.776528 1.744772 2.827122 0.275 0.378 -1.463
C -1.043043 2.865607 2.419021 -0.723 0.210 1.611
C -0.540759 3.025609 1.157159 0.364 -0.525 -1.877
C -0.928653 2.143724 0.119680 -0.319 -0.824 1.881
C -1.712428 1.042926 0.511332 1.043 0.185 -0.299
C -1.946977 0.770210 1.855974 -1.299 -0.100 -0.052
H -2.628177 2.571645 4.633397 -0.134 0.072 -0.171
H -1.564223 1.205697 4.836008 -0.149 0.192 0.058
H -3.166518 0.901930 4.309833 -0.210 0.157 -0.467
H -0.935837 3.635922 3.181040 0.421 0.068 -0.232
H 0.195650 3.788644 0.944979 -0.231 0.326 0.031
H -0.557806 2.106095 -0.891939 0.035 0.717 -0.113
H -2.031403 0.377090 -0.280333 0.029 -0.337 0.236
H -2.434307 -0.146315 2.179455 -0.102 -0.017 -0.376
C 0.986576 -2.074000 -4.295601 1.161 0.539 0.144
C 1.440330 -2.041020 -2.847696 -1.529 0.295 0.402
C 1.834816 -0.811653 -2.290653 0.873 0.242 -1.295
C 1.969439 -0.558707 -0.950965 -0.145 -1.017 0.793
C 1.806627 -1.656974 -0.097409 -0.623 -0.478 0.094
C 1.372322 -2.879134 -0.601166 1.587 0.105 -0.096
C 1.159122 -3.073071 -1.968702 -0.349 0.238 0.721
H 1.868254 -2.010903 -4.942772 -0.090 -0.478 -0.150
H 0.457779 -1.152378 -4.544542 -0.364 -0.204 0.180
H 0.384157 -2.949880 -4.507642 0.027 -0.037 -0.161
H 2.178077 -0.070517 -3.010798 -0.517 0.307 0.117
H 2.175228 0.419096 -0.540856 0.267 0.064 -0.198
H 1.959124 -1.639946 0.975253 0.121 0.500 -0.045
H 1.493306 -3.746969 0.039132 -0.786 0.028 0.140
H 0.660074 -4.001127 -2.217625 0.328 -0.076 -0.630
```
Forces are in eV/Å.

As for the energy above the lowest of the compared OMol25 structures with the same formula, charge and spin: 23.01 kcal/mol. Its net charge is 0. The value obtained for the HOMO energy is -8.83 eV. For the total energy, the calculation gives -14776.7674 eV. The HOMO-LUMO gap comes out at 9.74 eV. The LUMO energy comes out at 0.92 eV. For the largest force on an atom, the calculation gives 2.1 eV/A.

# 4
# C14H16

A 2-piece molecular cluster, C14H16 overall at a distorted geometry (ωB97M-V with the def2-TZVPD basis set, the OMol25 dataset).

XYZ file:
```
30
Properties=species:S:1:pos:R:3:forces:R:3
C -1.135375 -1.996048 0.058140 0.243 -0.929 0.337
C -2.030709 -0.905195 -0.427481 -0.219 0.662 -0.269
C -1.758424 0.429456 -0.108841 0.263 -0.396 0.423
C -2.266253 1.475867 -0.852149 -0.141 0.158 -0.341
C -3.091130 1.197589 -1.937847 -0.667 -0.120 0.353
C -3.589639 -0.091624 -2.084272 0.218 -0.077 -0.177
C -3.057340 -1.136152 -1.342346 0.156 -0.066 0.234
H -0.958345 -2.717385 -0.739333 -0.056 0.038 -0.188
H -1.469959 -2.615965 0.896326 -0.354 0.321 0.086
H -0.150177 -1.626697 0.330037 0.011 0.284 0.041
H -1.138455 0.614677 0.764609 0.256 0.132 -0.285
H -2.018890 2.502117 -0.601890 0.082 -0.103 -0.052
H -3.472930 1.965448 -2.596857 0.103 0.193 0.122
H -4.359438 -0.295085 -2.819195 0.053 0.010 -0.012
H -3.434081 -2.144698 -1.451982 0.091 -0.093 -0.294
C 1.521321 -1.144225 2.728179 0.639 0.544 0.132
C 2.110683 -0.276827 1.635089 -0.807 -0.528 0.290
C 1.936092 1.095424 1.638695 0.558 -0.012 -0.573
C 2.398259 1.834239 0.545779 -0.293 0.540 0.909
C 3.031237 1.238604 -0.519272 0.280 -0.203 0.092
C 3.180512 -0.150811 -0.523463 -0.052 0.596 -0.290
C 2.706570 -0.888137 0.540574 0.250 -0.103 -0.209
H 0.758813 -0.586645 3.263513 -0.291 -0.125 -0.011
H 2.282651 -1.391267 3.471453 0.035 -0.175 -0.044
H 1.123161 -2.063115 2.309380 -0.135 -0.075 0.112
H 1.512139 1.590301 2.500353 -0.225 0.048 -0.021
H 2.269449 2.912187 0.582019 0.094 -0.065 -0.140
H 3.469686 1.885475 -1.268537 -0.161 -0.263 -0.287
H 3.627599 -0.638125 -1.376986 0.150 -0.088 0.004
H 2.822367 -1.963552 0.520586 -0.083 -0.103 0.057
```
Forces are in eV/Å.

As for the energy above the lowest of the compared OMol25 structures with the same formula, charge and spin: 9.28 kcal/mol. Its net charge is 0. The value obtained for the HOMO energy is -8.81 eV. For the total energy, the calculation gives -14777.3631 eV. The HOMO-LUMO gap comes out at 9.77 eV. The LUMO energy comes out at 0.97 eV. For the largest force on an atom, the calculation gives 1.1 eV/A.

# 5
# C14H16

A 2-piece molecular cluster, C14H16 overall at a distorted geometry (ωB97M-V with the def2-TZVPD basis set, the OMol25 dataset).

XYZ file:
```
30
Properties=species:S:1:pos:R:3:forces:R:3
C -2.156253 1.110470 1.079924 -2.212 0.268 1.512
C -0.765710 1.475273 1.429261 -0.477 2.205 -1.871
C -0.627808 2.906863 1.213909 -1.321 -0.197 0.122
C 0.585727 3.452893 1.080711 5.673 0.451 0.671
C 1.725156 2.596426 1.398037 -1.588 1.539 -0.522
C 1.497298 1.316556 1.751652 4.408 -0.789 0.603
C 0.344435 0.670152 1.577044 -3.649 -1.430 0.218
H -2.812724 2.035273 1.300657 0.718 -1.734 0.035
H -2.546840 0.225852 1.619058 0.094 0.437 -0.214
H -2.352157 0.963113 0.036316 0.385 -0.299 -0.749
H -1.521550 3.567091 1.072525 0.730 -0.968 0.192
H 1.072732 4.469526 0.908431 -2.179 -0.848 -0.116
H 2.758686 2.913814 1.323577 -0.215 0.461 0.245
H 2.380623 0.769636 2.118520 -0.370 -0.066 -0.475
H 0.263344 -0.439438 1.556887 0.040 0.957 0.323
C -2.060379 -1.787570 -1.478436 -0.776 1.750 -2.128
C -0.538710 -1.672339 -1.330777 -1.132 -1.531 2.439
C -0.006625 -2.805790 -0.666118 -2.124 0.706 -0.132
C 1.306383 -2.988721 -0.575589 4.421 -2.643 -0.330
C 2.228876 -2.186472 -1.274816 -2.237 2.246 0.409
C 1.695913 -0.976917 -1.741401 -1.184 -0.908 0.689
C 0.319324 -0.643589 -1.672372 -0.069 -0.758 -0.873
H -2.095903 -1.934407 -2.626484 -0.783 0.090 1.679
H -2.581778 -0.800763 -1.263385 0.595 -1.101 -0.390
H -2.699385 -2.587065 -0.973195 1.653 0.818 -0.492
H -0.718854 -3.487030 -0.189241 0.397 0.090 -0.303
H 1.775994 -3.928895 -0.160939 -0.981 1.048 -0.004
H 3.289818 -2.265223 -1.313399 0.508 -0.699 0.094
H 2.330035 -0.284889 -2.179795 1.228 1.347 -0.677
H -0.089664 0.316173 -2.020561 0.447 -0.442 0.046
```
Forces are in eV/Å.

As for the energy above the lowest of the compared OMol25 structures with the same formula, charge and spin: 57.08 kcal/mol. Its net charge is 0. The value obtained for the HOMO energy is -8.65 eV. For the total energy, the calculation gives -14775.2901 eV. The HOMO-LUMO gap comes out at 9.59 eV. The LUMO energy comes out at 0.94 eV. For the largest force on an atom, the calculation gives 5.7 eV/A.

# 6
# C14H16

An isolated molecule of C14H16 at a distorted geometry (ωB97M-V with the def2-TZVPD basis set, the OMol25 dataset).

XYZ file:
```
30
Properties=species:S:1:pos:R:3:forces:R:3
C -3.408004 0.938034 -0.053851 0.790 -1.101 0.153
C -3.536544 -0.467185 0.031379 0.486 -0.265 0.295
C -2.196339 1.544458 0.138984 -0.400 -1.656 -0.916
C -2.348980 -1.240969 0.286363 0.446 2.849 -1.511
C -1.011371 0.802180 0.037186 0.179 0.462 0.700
C -1.140732 -0.583489 0.095581 1.076 -1.228 0.124
C 0.299687 1.236694 -0.023100 -1.741 2.196 -0.408
C 1.205217 0.101417 0.001443 1.441 0.110 0.094
C 3.555403 0.723143 -0.533516 0.727 -0.069 -0.341
C 2.653117 0.136588 0.268742 -1.790 -0.848 -0.248
C 0.323647 -1.113301 0.028466 -0.847 -0.974 0.891
C 0.611477 2.697864 0.004385 3.624 -0.822 1.266
C 0.599100 -1.920707 -1.226832 3.146 -0.787 1.114
C 0.505059 -1.774377 1.367307 -0.357 -1.905 0.286
H -4.167384 1.565649 -0.425563 -1.329 0.420 0.157
H -4.504530 -0.949740 -0.151371 0.488 0.180 0.249
H -2.086310 2.536659 -0.017758 -0.187 3.218 -0.156
H -2.322236 -2.273626 0.371935 -0.400 -1.868 0.209
H 4.656461 0.828489 -0.303654 -1.524 -0.323 -0.402
H 3.143973 0.867629 -1.534121 0.657 1.008 0.132
H 2.954150 -0.535612 1.053177 0.390 0.041 0.684
H -0.235200 3.342671 0.123969 -0.276 0.223 0.167
H 1.212641 2.987522 -0.881785 -0.418 -0.017 0.191
H 1.432947 2.845514 0.873173 -1.967 0.010 -1.585
H 1.016412 -2.954521 -1.130100 0.296 0.842 0.720
H 1.345865 -1.314830 -1.763220 -0.537 -0.599 -0.598
H -0.235994 -2.170513 -1.741989 -2.782 0.140 -2.012
H 1.406847 -2.349445 1.472292 0.713 -0.307 -0.239
H -0.321150 -2.525179 1.542605 0.709 1.044 0.236
H 0.592765 -0.981023 2.089886 -0.612 0.027 0.748
```
Forces are in eV/Å.

Its net charge is 0. The value obtained for the HOMO energy (spin up / spin down) is -5.22 / -9.09 eV. The expectation value of S² is 2.057. For the total energy, the calculation gives -14772.3726 eV. The HOMO-LUMO gap (spin up / spin down) comes out at 6.10 / 7.36 eV. The LUMO energy (spin up / spin down) comes out at 0.88 / -1.73 eV. Its spin multiplicity is 3. For the largest force on an atom, the calculation gives 3.9 eV/A.